Below is C11H22AgBr2F6O12S2V2 as an isolated structure, with properties calculated with ωB97M-V/def2-TZVPD.

```
! wB97M-V def2-TZVPD RIJCOSX def2/J DEFGRID3
* xyz 1 7
V 7.428 11.094 26.486
V 6.572 14.124 29.272
Ag 3.128 11.977 27.583
C 5.109 15.366 24.625
F 5.851 15.024 23.540
F 5.502 16.527 25.159
F 3.857 15.352 24.371
S 5.402 13.978 25.971
O 5.497 14.600 27.322
O 4.311 13.067 25.867
O 6.618 13.296 25.597
C 9.951 14.781 25.833
F 8.804 15.222 25.301
F 10.714 14.220 24.943
F 10.575 15.937 26.321
S 9.557 13.657 27.392
O 10.842 13.600 28.097
O 8.479 14.420 28.121
O 9.169 12.341 26.796
C 5.729 11.761 28.526
O 4.904 12.476 29.142
O 6.883 12.084 28.518
O 5.490 10.953 27.590
Br 10.852 13.153 21.792
C 9.201 13.958 21.062
C 8.902 15.185 21.905
Br 10.296 16.550 21.636
H 8.347 13.281 21.041
H 9.340 14.233 20.017
H 8.758 14.974 22.965
H 7.965 15.546 21.482
C 3.356 10.011 24.333
C 2.092 10.710 24.893
O 2.298 10.307 26.182
H 3.360 10.102 23.247
H 3.459 8.956 24.588
H 4.189 10.591 24.731
H 1.263 10.097 24.541
H 1.993 11.793 24.824
H 2.250 9.348 26.197
C 7.374 18.984 25.885
C 7.884 18.008 26.921
O 7.800 18.578 28.156
H 6.401 19.388 26.166
H 7.235 18.314 25.036
H 8.079 19.790 25.681
H 8.917 17.731 26.710
H 7.137 17.217 26.850
H 7.550 17.811 28.676
C 1.572 14.705 26.875
C 1.176 14.966 28.316
O 2.146 14.474 29.192
H 2.071 15.573 26.444
H 0.795 14.745 26.112
H 2.257 13.867 26.742
H 0.207 14.482 28.439
H 0.902 15.996 28.544
H 2.831 15.142 29.271
*
```

Results
Orbital gap (alpha / beta), eV: 7.076 / 7.141
Maximum force, eV/Å: 9.48
⟨S²⟩: 12.009

These are the natural (NBO) partial charges, in e, on atoms 1 to 8:
1 V 1.673
2 V 1.631
3 Ag 0.926
4 C 0.810
5 F -0.301
6 F -0.295
7 F -0.271
8 S 2.320